Entry 1:
The following is a quantum chemistry calculation of a 12-piece molecular cluster, C2H30NO12 overall, from the Open Molecules 2025 dataset.

Each line ends with the Löwdin spin population.
Cartesian coordinates (Å):
C1 -0.41025 0.58674 0.17173  0.0418
O1 0.29604 0.56959 1.34790  0.0314
C2 -0.29965 2.02667 -0.39059  0.1022
N1 -1.29761 2.11166 -1.49394  0.0611
H1 -1.63337 0.53803 0.38220  0.0145
H2 -0.24716 -0.25754 -0.56654  0.0043
H3 1.18272 0.19130 1.22183  0.0039
H4 -0.45784 2.83252 0.36869  0.0476
H5 0.64842 2.31054 -0.77383  0.0138
H6 -2.31215 2.05317 -1.10188  0.0418
H7 -1.30947 1.16542 -2.04650  0.0091
H8 -0.92323 2.86906 -1.99965  0.0479
H9 0.47886 -3.37812 2.95068  0.0035
H10 0.04044 -1.97296 3.09141  0.0048
O2 0.65282 -2.50148 2.64549  0.0133
H11 -3.56337 0.17542 0.46568  0.0348
H12 -3.87635 1.49950 1.08517  0.0489
O3 -3.65031 1.12041 0.24567  0.1113
H13 1.05127 -0.31225 -1.89156  0.0062
H14 2.25047 -1.19966 -1.39538  0.0036
O4 1.39776 -1.28471 -1.80946  0.0125
H15 -0.77747 0.00847 4.02003  0.0139
H16 -1.14503 -0.13550 2.61749  0.0145
O5 -1.04304 -0.67924 3.37628  0.0442
H17 0.80698 -2.25666 -0.60684  0.0025
H18 0.48481 -2.68041 0.95323  0.0023
O6 0.37345 -2.87329 -0.02455  0.0074
H19 2.42822 3.19008 1.91593  0.0144
H20 2.21995 3.85675 0.47199  0.0169
O7 1.94364 3.22264 1.08428  0.0434
H21 2.23421 1.68455 0.33164  0.0045
H22 2.97953 0.39068 0.31983  0.0042
O8 2.41764 0.98594 -0.31428  0.0177
H23 -1.63462 -1.32646 -2.22648  0.0053
H24 -2.73408 -0.42881 -2.87247  0.0184
O9 -1.78341 -0.69800 -2.91138  0.0303
H25 1.27869 1.03517 -3.73189  0.0085
H26 -0.30889 0.53614 -4.16517  0.0084
O10 0.32042 1.11319 -3.60576  0.0295
H27 -2.42348 -2.74512 -0.69602  0.0046
H28 -1.17463 -2.07163 -0.14442  0.0032
O11 -1.96098 -1.94081 -0.67784  0.0298
H29 3.17001 -1.30183 2.94344  0.0033
H30 1.98396 -1.70876 2.06488  0.0024
O12 2.86412 -1.16214 1.99180  0.0122

Values from the calculation:
E_LUMO (alpha / beta) = 0.20 / 0.10 eV
total energy = -1051.64750 a.u.
2S+1 = 2
frontier orbital gap (alpha / beta) = 2.5238 / 10.3901 eV


Entry 2:
The following is a quantum chemistry calculation of a 16-piece molecular cluster, C2H35O16 overall, from the Open Molecules 2025 dataset.

Each line ends with the Mulliken charge.
Cartesian coordinates (Å):
C1 -0.28495 0.35049 0.53683  -0.7466
C2 -0.30151 -0.36313 -0.79271  -0.3075
O1 0.50528 0.31348 -1.73996  -0.8943
H1 -0.66077 1.37317 0.50515  0.2259
H2 0.74051 0.23127 0.88657  0.2084
H3 -0.86966 -0.31174 1.17532  0.2227
H4 -1.33641 -0.52150 -1.09606  0.1818
H5 0.02703 -1.38174 -0.58630  0.1281
O2 -5.95661 -4.03251 -1.42886  -0.6403
H6 -5.12290 -4.03484 -1.89912  0.3226
H7 -6.17657 -3.10568 -1.33494  0.3167
O3 5.36592 1.80112 -3.47163  -0.6478
H8 5.52251 2.59670 -2.96294  0.3157
H9 4.41367 1.75429 -3.55684  0.3315
O4 1.17394 2.00038 -7.01341  -0.6527
H10 0.49595 1.38718 -7.29721  0.3212
H11 1.40027 1.71507 -6.12820  0.3267
O5 5.19352 -3.72756 -0.65513  -0.6467
H12 4.47759 -4.35813 -0.57723  0.3151
H13 4.88885 -3.09808 -1.30870  0.3318
O6 2.54515 -3.16361 -5.44644  -0.6479
H14 2.28206 -3.09747 -4.52849  0.3309
H15 2.02955 -2.49199 -5.89286  0.3155
O7 -4.97559 0.48583 3.65640  -0.6294
H16 -5.64301 0.85748 4.23319  0.3144
H17 -5.38427 0.47715 2.79086  0.3149
O8 1.35071 5.34094 -1.48983  -0.6577
H18 0.87976 5.83432 -2.16142  0.3109
H19 1.03977 4.44129 -1.59065  0.3443
O9 -3.27704 3.85649 -2.83589  -0.6430
H20 -2.72250 3.16625 -3.19962  0.3262
H21 -3.39073 4.47723 -3.55561  0.3151
O10 -2.48297 6.07824 2.40541  -0.6488
H22 -1.70793 5.98020 1.85229  0.3282
H23 -2.84912 5.19578 2.46409  0.3204
O11 5.18736 -1.85743 3.68771  -0.6443
H24 6.12091 -1.85929 3.89915  0.3128
H25 5.15768 -1.79779 2.73283  0.3332
O12 -2.04538 -0.41993 -6.43476  -0.6442
H26 -2.96259 -0.19772 -6.27484  0.3044
H27 -1.59015 -0.14820 -5.63779  0.3389
O13 2.71437 0.46598 6.84295  -0.6288
H28 3.28780 0.23611 6.11181  0.3266
H29 3.11243 0.04133 7.60285  0.3074
O14 -2.19127 -5.58617 1.47050  -0.6421
H30 -1.40799 -6.08713 1.24300  0.3137
H31 -1.99782 -4.69419 1.18212  0.3259
O15 -1.36846 1.87235 6.83201  -0.6502
H32 -0.47459 1.58856 6.64046  0.3192
H33 -1.83455 1.77417 6.00175  0.3217
O16 -0.48444 -3.39779 5.58259  -0.6394
H34 -0.85858 -2.78526 4.94930  0.3217
H35 0.44575 -3.17395 5.61228  0.3173

Values from the calculation:
E_LUMO = 2.01 eV
total energy = -1300.95907 a.u.
total charge = -1
frontier orbital gap = 5.2097 eV


Entry 3:
The following is a quantum chemistry calculation of a 16-piece molecular cluster, C2H35O16 overall, from the Open Molecules 2025 dataset.

Each line ends with the Mulliken charge.
Cartesian coordinates (Å):
C1 -0.90854 0.40455 -0.80039  -0.5959
C2 -0.36021 1.27987 0.41183  0.2795
O1 1.02674 1.10789 0.62168  -0.1023
H1 -1.14393 0.93552 -1.77538  0.4537
H2 -1.96766 0.03196 -0.61825  0.2255
H3 -0.21239 -0.45419 -0.84283  0.2181
H4 -0.74955 1.00012 1.41149  -0.7988
H5 -0.47053 2.31657 0.25941  0.4047
O2 -0.60714 -2.83868 0.07711  -0.7313
H6 -1.08869 -2.07441 0.41690  0.2980
H7 0.26115 -2.94807 0.50222  0.2978
O3 1.69229 1.65821 -1.96808  -0.9294
H8 1.03538 1.68397 -1.23487  0.3475
H9 2.21726 1.00118 -1.53327  0.5039
O4 2.48563 -0.57264 -0.57973  -0.7777
H10 1.68053 -0.24563 -0.15885  0.1332
H11 2.91073 -0.99548 0.15934  0.3267
O5 3.71724 1.28289 1.36487  -0.6749
H12 2.81876 1.50588 1.09908  0.3478
H13 4.11210 2.11817 1.34754  0.2965
O6 -1.55523 1.55475 3.88528  -0.7355
H14 -1.60625 0.74091 4.40021  0.3281
H15 -0.67516 1.66091 3.57031  0.3180
O7 2.46751 3.59497 0.22785  -0.6694
H16 2.27576 2.78333 -0.21061  0.3299
H17 1.59166 3.84289 0.44194  0.3350
O8 -2.12731 -1.59513 -3.31105  -0.7623
H18 -1.35876 -0.99372 -3.28150  0.3878
H19 -1.67627 -2.36264 -2.98682  0.3915
O9 0.36912 -0.39632 -3.36839  -0.7400
H20 0.35565 0.42572 -2.85263  0.3525
H21 0.36538 -0.32049 -4.28665  0.2084
O10 -3.65738 -2.10775 -0.84467  -0.5793
H22 -2.99548 -1.96046 -1.47416  0.3388
H23 -4.36322 -2.20554 -1.43419  0.2720
O11 -0.16921 -3.66908 -2.43960  -0.7661
H24 0.62115 -3.26887 -2.86448  0.3782
H25 -0.27261 -3.29772 -1.53044  0.4800
O12 1.00274 -0.82362 2.57936  -0.6673
H26 0.85668 -0.44660 3.43259  0.2832
H27 1.04092 -0.04897 1.99065  0.1744
O13 -1.93172 -1.24039 1.58117  -0.7175
H28 -1.15139 -0.69447 1.63384  0.2775
H29 -2.62448 -0.62371 1.38037  0.4388
O14 2.19704 -2.24351 -2.66426  -0.7814
H30 1.55516 -1.53359 -2.84493  0.4550
H31 2.63281 -1.99713 -1.83802  0.4316
O15 0.97716 2.74283 2.71799  -0.7608
H32 1.69573 2.54144 3.26895  0.2939
H33 0.92418 2.28613 1.89209  0.1773
O16 -3.73893 0.94042 2.03297  -0.6629
H34 -2.96989 1.11181 2.62626  0.3881
H35 -4.50452 1.40594 2.41075  0.2797

Values from the calculation:
E_LUMO = 2.51 eV
total energy = -1301.09015 a.u.
total charge = -1
frontier orbital gap = 9.0977 eV


| no. | molecular weight (g/mol) | maximum force (eV/A) |
| --- | --- | --- |
| 1 | 260.26 | 4.20 |
| 2 | 315.29 | 3.09 |
| 3 | 315.29 | 3.65 |